No. 1
50
Properties=species:S:1:pos:R:3:forces:R:3 method="wB97M-V/def2-TZVPD" charge=+1 spin_multiplicity=1 gap_ev=9.77
Ag 0.696 0.093 -0.535 0.43 -0.60 0.79
O 0.725 -2.061 -1.984 1.22 0.46 0.92
O -3.484 -1.159 -3.825 -0.40 -0.59 -0.09
O -1.691 -0.309 -0.953 1.93 -0.06 0.90
O -0.520 1.507 1.520 -0.44 1.32 -0.70
O 1.314 2.308 -1.041 1.48 0.65 0.99
O 1.736 -2.087 4.624 -3.72 2.44 0.20
O -2.601 -0.052 4.027 1.36 -0.46 1.49
O 2.284 1.355 1.346 1.11 1.05 -1.15
O 3.254 -0.826 -0.716 -0.72 2.41 0.82
O 1.008 0.844 -3.123 0.54 -0.81 -2.99
O 1.055 -1.914 1.136 -0.27 1.34 0.52
C -2.131 0.240 2.749 -1.23 0.94 0.26
C -3.330 -0.810 -2.435 -0.01 -0.91 -2.02
C 1.382 -1.427 3.407 -0.42 -1.04 -0.03
C -1.944 -0.320 -2.316 -0.87 0.79 0.15
C 0.676 2.215 -3.347 -2.11 -0.80 0.73
C 0.309 2.544 -1.931 -1.91 2.65 -1.30
C 1.745 -2.357 2.299 -3.37 -2.11 -0.67
C -1.044 1.277 2.835 -0.13 1.44 0.26
H 1.408 -3.399 2.436 0.00 0.28 0.56
H -1.734 0.603 -2.881 -0.62 0.34 0.60
H 2.019 -0.626 3.045 -0.12 1.30 1.22
H -3.061 -2.037 -4.006 -0.69 1.20 0.51
H -0.174 1.069 3.494 -0.85 -0.39 -0.13
H -3.066 0.642 2.307 1.08 0.15 -1.14
H -0.522 1.962 -1.604 -0.66 -0.73 -0.05
H -0.223 2.320 -3.997 0.30 -0.21 0.45
H 1.259 -2.133 -2.757 1.75 0.36 -0.70
H -0.019 -2.429 -2.388 -2.73 -1.09 -0.09
H 2.779 -2.404 2.288 2.37 0.21 -0.88
H -1.281 -0.932 -2.810 1.54 -1.96 -0.63
H -0.627 2.462 1.286 0.18 -1.29 0.38
H -1.752 -0.602 2.227 0.16 -1.14 -0.65
H -1.545 2.188 3.215 0.52 -0.22 -0.04
H 1.376 2.893 -3.802 1.17 -0.17 0.04
H 0.307 -1.178 3.443 0.66 -0.10 -0.03
H 2.568 -2.387 4.475 4.05 -1.60 -0.14
H -3.528 -0.202 3.978 -0.96 -0.28 0.14
H 4.082 -0.373 -0.480 -0.35 -0.90 -0.30
H 0.942 0.400 -4.006 0.32 0.29 1.19
H -0.092 3.565 -1.894 0.34 0.31 0.18
H -3.597 -1.649 -1.794 0.48 -0.10 0.15
H 1.889 1.555 2.182 -0.51 0.01 0.85
H 2.026 2.918 -1.249 0.42 -0.05 0.08
H -3.941 0.007 -2.118 -1.16 0.48 -0.48
H 2.489 2.254 0.984 -0.28 -1.28 0.44
H -2.134 0.432 -0.577 -0.53 0.88 0.82
H 1.352 -2.297 0.332 0.65 -0.85 -0.85
H 3.337 -1.685 -1.057 1.03 -1.55 -0.60

No. 2
71
Properties=species:S:1:pos:R:3:forces:R:3 method="wB97M-V/def2-TZVPD" charge=-2 spin_multiplicity=1 gap_ev=9.54
O -1.374 -4.459 -1.738 0.17 -0.28 -0.40
O -1.602 -3.104 1.401 2.04 3.44 -1.88
O 0.032 5.936 -3.441 0.58 1.68 -0.86
O -0.497 4.664 -1.467 -0.26 -0.04 0.18
O -1.864 3.125 -0.534 0.94 0.34 -1.43
O 1.515 2.761 1.864 0.05 -0.41 -0.52
O -1.913 -6.627 -0.168 -0.18 -0.89 0.32
O 3.930 -1.996 1.683 0.17 0.15 0.40
O -2.557 -1.516 -0.994 1.64 0.53 1.63
O -0.025 -1.402 1.326 0.28 -1.93 1.46
O -3.834 0.758 -2.754 -0.69 0.10 -0.42
O -4.529 -1.714 1.354 -0.22 0.26 0.47
O 5.097 -0.472 -1.540 0.44 -0.68 -0.22
O 0.222 0.974 1.522 -0.16 -0.68 -0.75
O 4.621 3.223 -1.910 0.42 -0.50 -0.25
O 1.762 4.797 -2.434 1.15 1.52 0.62
O -5.295 -3.371 -1.671 -0.13 -0.19 0.19
O 0.068 3.517 -3.431 -0.94 -1.26 0.08
O 1.809 -2.827 -0.962 -0.02 -0.43 0.19
O 3.463 6.349 -2.658 -2.91 -0.72 0.17
O -0.780 -0.160 -0.453 -1.33 -1.44 0.89
O -0.803 -4.352 3.891 0.03 -0.19 0.30
O 5.366 2.760 1.030 0.72 0.34 0.40
O -3.410 -5.380 3.077 -0.04 -0.85 -0.25
O 1.194 7.822 -4.080 -0.25 -1.35 0.40
O -2.187 2.845 2.192 -0.35 0.00 0.64
O -0.962 1.478 -2.920 1.50 6.24 1.07
O 2.680 3.372 4.479 0.24 0.23 0.50
O 3.285 1.171 -0.213 -0.23 0.64 0.78
O 1.583 -0.157 -0.013 -1.40 -2.19 -0.34
O -3.124 -2.753 3.946 -0.36 0.31 0.26
C -0.670 2.717 -2.680 -1.54 -5.90 -1.17
C -1.626 -1.199 -0.254 -0.43 0.23 -2.60
C 2.215 0.913 0.271 0.69 1.96 0.33
C -1.118 3.509 -1.416 -0.56 -0.78 0.79
C 1.268 1.722 1.309 1.36 0.38 0.16
C 1.121 6.743 -3.544 -0.38 0.13 0.85
C 2.281 6.009 -2.743 1.17 -1.02 -1.11
C -1.077 -2.051 0.920 -1.72 -1.77 1.22
B 0.265 -0.195 0.601 -1.16 0.83 -0.39
B 0.287 4.724 -2.697 1.75 1.18 0.01
H 2.628 2.464 4.776 -0.02 -0.20 0.00
H 3.993 3.911 -2.132 -0.38 0.30 -0.01
H -4.577 -3.035 -2.208 0.35 0.16 -0.02
H -1.863 -4.239 -2.532 -0.06 0.18 -0.20
H -0.727 -4.519 2.952 0.21 0.10 -0.50
H 4.651 2.239 1.395 -0.28 -0.04 -0.11
H -1.487 3.193 2.744 0.19 -0.01 0.11
H -4.014 -2.515 1.453 0.27 -0.35 -0.23
H 2.006 3.443 3.803 -0.16 -0.05 -0.49
H 0.100 -4.247 4.190 0.17 0.12 0.11
H 5.503 2.400 0.154 -0.36 -0.20 -0.17
H 2.223 -3.014 -1.804 0.05 -0.09 -0.22
H -1.760 -5.942 0.483 -0.05 0.18 0.13
H -6.036 -2.801 -1.876 -0.22 0.14 -0.07
H -3.413 1.132 -1.980 0.44 0.09 0.21
H 1.843 -1.873 -0.884 0.04 0.49 0.05
H -4.008 -0.153 -2.516 0.24 -0.16 0.19
H -3.519 -2.143 3.323 -0.19 0.39 -0.02
H 5.699 0.132 -1.975 0.05 0.16 -0.10
H -4.909 -1.780 0.478 0.06 -0.07 -0.32
H 3.787 -1.826 0.752 0.00 0.04 -0.38
H -4.011 -5.023 2.423 -0.14 0.11 -0.10
H -1.826 2.862 1.306 -0.01 0.06 -0.49
H -1.628 -3.786 -1.107 -0.17 0.33 0.32
H -1.843 -6.177 -1.010 0.17 0.46 -0.15
H -2.270 -2.962 3.569 0.50 0.07 0.13
H -2.665 -4.780 3.071 -0.20 0.13 0.31
H 5.363 3.691 -1.526 0.04 0.31 0.09
H 4.350 0.071 -1.291 -0.44 0.50 0.27
H 3.589 -2.880 1.821 -0.17 -0.17 -0.07

No. 3
51
Properties=species:S:1:pos:R:3:forces:R:3 method="wB97M-V/def2-TZVPD" charge=0 spin_multiplicity=1 gap_ev=7.74
I 1.485 -0.794 -4.980 -0.57 -0.24 0.37
O 0.856 -0.109 -1.586 -0.48 -0.60 0.13
O 0.739 3.311 1.274 -0.38 -0.19 -0.51
O -1.461 0.425 -2.514 0.38 -0.37 -0.91
O 3.447 3.270 2.428 -0.36 -0.30 -0.39
O -4.064 0.856 -1.528 0.69 0.38 0.28
O 3.591 0.048 0.209 -0.23 -0.21 -0.54
O -0.246 -3.223 2.031 0.17 0.47 -0.54
O -1.630 2.378 -0.555 0.77 -1.32 -0.72
O -0.984 -0.713 1.719 0.45 -0.28 0.36
O -1.981 -1.049 -4.483 -0.57 0.13 -0.51
O 1.579 -2.137 0.062 0.16 0.24 0.61
C 1.630 2.229 1.221 -0.37 -1.45 -0.16
C 2.487 2.178 2.440 1.12 0.98 0.71
C -1.986 -1.674 1.507 -0.36 -0.04 -0.81
C 2.810 -2.157 0.806 0.63 -0.87 -0.60
C 3.892 -1.338 0.142 0.39 0.17 1.03
C -1.667 -2.971 2.216 0.57 -0.83 0.34
C -2.973 2.787 -0.501 -0.42 0.32 0.09
C -3.961 1.670 -0.337 -0.48 -1.67 -0.05
H -1.730 -0.196 -3.876 0.21 -0.58 1.50
H 4.428 0.520 0.171 -0.16 0.21 -0.09
H -3.040 3.470 0.345 -0.09 0.11 -0.02
H -1.808 -2.932 3.300 -0.32 0.18 -0.11
H 3.848 3.335 3.296 -0.03 -0.02 0.10
H -3.725 0.980 0.487 0.50 0.35 0.10
H 4.782 -1.454 0.777 0.00 -0.58 -0.19
H -0.004 3.011 0.720 -0.05 0.55 0.15
H -1.149 -1.460 -4.849 0.32 0.51 -0.12
H 1.856 2.306 3.329 -0.09 -0.21 -0.18
H 3.193 -3.190 0.749 -0.09 0.16 0.27
H 1.066 1.276 1.227 -0.08 0.12 0.26
H 4.127 -1.746 -0.848 -0.24 0.44 -0.15
H -3.139 0.597 -1.761 -0.76 0.04 -0.03
H 2.171 2.119 0.274 0.38 0.68 0.15
H -1.340 1.275 -2.947 0.30 0.45 0.02
H 2.737 -1.886 1.867 -0.52 0.19 -0.24
H -0.202 -1.268 1.873 0.16 0.66 -0.05
H 3.063 1.251 2.519 -0.38 -0.14 -0.19
H 0.922 -0.621 -0.718 0.17 0.06 -0.96
H 0.015 -4.141 2.111 -0.46 -0.21 0.26
H 1.198 -0.656 -2.358 0.19 0.33 0.26
H -3.253 3.316 -1.419 0.03 0.19 0.02
H -1.518 1.604 -1.193 -0.38 1.24 1.11
H -2.093 -1.857 0.430 0.16 -0.20 -0.06
H 0.989 -2.788 0.483 -0.07 0.46 -0.11
H -0.155 0.082 -1.900 -0.28 0.28 -0.21
H -4.975 1.989 -0.081 0.11 0.48 -0.39
H -2.952 -1.266 1.794 -0.06 -0.05 0.42
H -2.219 -3.812 1.791 -0.22 0.20 0.09
H -2.655 -0.843 -5.164 0.65 -0.21 0.23

No. 4
65
Properties=species:S:1:pos:R:3:forces:R:3 method="wB97M-V/def2-TZVPD" charge=0 spin_multiplicity=1 gap_ev=7.76
P 5.355 -1.579 -0.401 -0.21 0.11 0.11
P 2.586 0.262 1.029 -0.19 0.39 -0.39
Si 3.118 -1.372 -0.473 0.12 0.22 0.19
Si 1.444 -1.668 -2.871 -0.28 -0.11 -0.29
O -7.689 -0.610 -0.009 -0.04 -0.01 -0.01
O 5.913 -2.321 -1.717 -0.10 -0.12 -0.14
O 2.893 8.087 -3.829 0.01 0.01 -0.02
O -5.983 -1.184 1.172 -0.05 0.05 0.06
O 3.972 7.274 -2.152 0.07 0.10 -0.01
O -2.773 -5.148 1.003 0.02 0.00 -0.03
O 2.586 -0.894 -1.943 -0.01 -0.35 0.07
O -0.457 -1.237 3.441 0.02 0.01 0.07
O 2.174 4.832 0.008 0.00 0.00 -0.02
O 3.686 4.436 1.489 -0.05 0.01 0.00
O -1.676 0.204 -0.906 -0.03 -0.25 -0.17
O -4.167 -4.560 2.529 -0.11 0.00 -0.06
O 5.693 -2.217 0.872 0.08 -0.17 0.28
O 0.060 -3.146 2.596 0.08 -0.06 0.10
O 5.994 -0.142 -0.657 0.04 0.10 -0.10
N -0.964 -3.142 -1.047 0.27 0.12 -0.18
N 3.215 7.177 -3.100 -0.07 -0.17 0.06
N 3.004 5.185 0.822 0.07 0.02 -0.04
N -3.799 -4.615 1.371 0.06 0.02 0.10
N -0.638 -2.426 3.279 -0.01 0.03 -0.16
N 2.052 1.529 0.264 0.10 -0.16 0.05
N -7.108 -0.741 1.044 0.07 0.00 0.02
C -0.216 -0.877 -2.544 0.07 0.16 0.01
C 2.649 5.822 -3.353 -0.07 0.03 -0.06
C -1.828 -3.030 3.934 -0.01 -0.06 0.02
C -7.809 -0.334 2.293 -0.06 0.04 -0.03
C -0.533 -0.655 -1.070 -0.28 0.06 0.11
C -4.665 -3.964 0.354 0.08 -0.05 -0.14
C -0.858 -1.921 -0.259 -0.11 0.10 0.18
C 3.199 6.651 0.974 0.04 0.02 0.04
H -7.864 -1.213 2.929 0.03 0.00 0.01
H -0.178 0.114 -3.014 0.06 -0.02 -0.03
H -4.212 -4.109 -0.619 0.02 -0.03 0.01
H 2.569 2.372 0.483 -0.16 0.13 -0.04
H 3.474 7.014 -0.011 0.00 0.10 0.01
H -1.139 -3.942 -0.456 -0.08 -0.02 0.01
H 3.724 0.432 1.837 0.08 -0.24 0.16
H 1.993 5.885 -4.213 0.01 0.01 -0.01
H 5.732 -3.266 -1.660 0.15 -0.14 -0.09
H 1.459 -3.107 -2.555 0.12 0.00 0.03
H -8.790 0.036 2.025 0.00 0.00 -0.01
H -0.085 -2.064 0.497 0.04 -0.14 -0.08
H 2.247 7.071 1.282 -0.02 -0.01 -0.02
H 1.799 -1.516 -4.299 0.06 0.13 0.02
H 2.121 5.521 -2.452 0.04 -0.01 0.02
H 3.977 6.832 1.705 0.00 -0.08 0.02
H -1.698 -3.072 -1.738 -0.14 -0.09 0.09
H -1.530 0.993 -1.434 0.07 0.14 0.04
H 3.486 5.154 -3.528 0.01 -0.01 0.02
H 0.317 -0.143 -0.611 0.02 0.08 -0.01
H -2.696 -2.497 3.558 -0.02 0.02 0.03
H -1.866 -4.080 3.676 0.01 -0.01 -0.02
H -5.641 -4.435 0.417 -0.02 0.03 0.04
H 1.670 -0.363 1.902 0.08 -0.07 0.15
H 2.564 -2.682 -0.071 0.01 -0.04 -0.06
H -7.200 0.430 2.766 0.02 -0.01 0.01
H -1.732 -2.875 5.004 0.03 0.06 -0.01
H 6.598 -0.146 -1.409 0.06 0.13 -0.03
H -4.740 -2.912 0.611 -0.03 -0.03 0.01
H -1.012 -1.424 -3.056 0.01 -0.04 0.02
H -1.780 -1.687 0.288 0.03 0.06 0.05

No. 5
48
Properties=species:S:1:pos:R:3:forces:R:3 method="wB97M-V/def2-TZVPD" charge=0 spin_multiplicity=1 smiles=COCCNCCOC.CCO.O.O.O.O.O gap_ev=8.54
O -1.766 -0.948 0.539 0.11 0.07 -0.25
O 2.057 6.486 0.166 -0.04 0.01 -0.05
O 0.156 3.781 0.980 -0.03 -0.36 -0.09
O -1.043 6.361 0.651 0.00 -0.02 -0.06
O -0.278 1.455 3.526 0.10 0.13 -0.07
O 2.888 4.141 1.795 0.13 -0.17 0.13
O -1.763 -4.938 -2.460 -0.07 0.20 -0.02
O 0.403 2.592 -1.864 0.10 -0.20 -0.06
N -0.766 -3.649 -0.084 -0.08 -0.26 -0.07
C -0.740 -1.598 1.250 0.27 -0.28 -0.26
C -1.157 -5.067 -0.156 0.44 1.31 -0.42
C 2.410 1.679 -0.774 0.04 0.55 0.02
C -1.636 0.460 0.549 -0.38 0.15 -0.12
C -2.101 -5.720 -3.575 0.23 -0.57 -0.27
C -1.027 -3.085 1.215 -0.12 0.33 0.63
C 1.502 1.665 -1.996 -0.81 1.22 0.88
C -0.906 -5.582 -1.547 -0.21 -0.64 0.22
H 2.071 2.006 -2.860 0.03 -0.51 -0.25
H -2.067 -3.171 1.585 0.01 -0.27 -0.30
H -0.362 3.161 1.507 0.00 -0.08 0.01
H -0.489 -5.623 0.505 -0.32 -0.09 0.30
H 0.210 -1.393 0.735 0.11 -0.01 0.29
H -2.086 0.826 1.476 0.27 0.33 -0.01
H 1.008 0.703 -2.109 0.46 -0.26 -0.44
H -0.142 6.609 0.414 0.01 0.24 0.00
H -2.452 -5.067 -4.370 -0.12 0.05 0.07
H 0.502 3.153 -1.084 0.02 -0.16 0.06
H -0.607 0.817 0.421 0.09 -0.26 0.27
H -1.089 -6.667 -1.533 -0.04 0.07 -0.16
H -0.690 -1.272 2.300 -0.06 0.17 -0.08
H 1.058 3.691 1.312 0.04 0.18 0.11
H 0.145 -5.422 -1.812 -0.01 0.06 -0.09
H 3.716 4.555 1.535 0.02 0.06 0.00
H 2.991 6.685 0.067 0.00 0.10 -0.08
H -1.246 -6.294 -3.961 0.09 0.26 0.04
H 0.326 0.707 3.542 -0.02 -0.07 -0.03
H -1.288 -3.119 -0.775 -0.02 -0.11 -0.06
H 3.409 1.345 -1.055 -0.05 -0.39 0.28
H 1.993 1.147 0.083 0.13 -0.36 -0.16
H 2.006 5.531 0.275 -0.05 0.00 0.04
H -2.863 -6.475 -3.339 -0.11 0.22 0.09
H -2.217 -5.136 0.112 0.02 -0.61 0.12
H -0.414 -3.606 1.957 0.14 0.09 -0.03
H -0.960 5.404 0.745 -0.01 0.07 0.05
H 2.543 2.705 -0.405 -0.01 0.01 -0.30
H -2.168 0.877 -0.306 -0.21 -0.19 0.06
H -0.220 1.838 4.407 -0.05 0.03 0.03
H 3.146 3.449 2.413 0.00 -0.03 0.03

No. 6
61
Properties=species:S:1:pos:R:3:forces:R:3 method="wB97M-V/def2-TZVPD" charge=-1 spin_multiplicity=1 gap_ev=6.82
Cl -1.175 0.465 -0.116 0.02 -0.10 -0.05
O 1.991 5.285 4.155 0.56 1.01 -1.01
O -9.176 -0.952 1.184 -0.24 0.37 0.08
O 5.931 -2.007 3.921 0.00 0.10 -0.10
O 3.273 7.026 -1.591 3.59 0.59 -0.80
O -0.922 -5.120 -0.146 -0.93 0.40 -0.60
O -0.776 -3.726 6.775 -0.47 -1.78 1.31
O -4.664 -1.020 -7.062 -1.88 0.25 -2.30
O 4.278 -0.940 -6.329 1.68 -0.68 -1.66
N -6.976 -1.157 0.798 3.72 -2.48 -1.28
N 2.841 0.414 -5.313 -1.53 5.41 -0.93
N -3.384 0.131 -5.682 1.59 3.97 2.06
N 5.615 -1.548 1.738 -1.22 0.57 -0.11
N 1.450 8.369 -1.417 -1.14 4.39 -0.31
N -7.665 0.637 1.520 -0.29 8.11 2.64
N -3.691 -1.975 -5.406 0.72 -5.10 3.42
N 2.973 -1.528 -4.637 -1.17 -6.24 4.10
N -0.259 -2.437 5.122 4.69 1.87 -3.72
N 1.298 6.285 -1.221 -5.48 -4.61 1.21
N 7.549 -2.510 2.412 0.50 -0.20 -0.18
N -2.335 -2.534 5.616 -3.32 -0.18 0.07
C 3.424 -0.733 -5.515 0.95 1.88 -1.16
C -4.030 -0.933 -6.044 -0.36 1.47 -3.75
C 2.108 7.215 -1.452 2.69 1.59 -0.28
C 1.633 4.002 4.486 -0.93 -2.16 0.96
C 6.336 -2.009 2.770 0.75 -0.58 0.74
C -1.126 -3.036 5.849 -0.89 0.34 2.25
C 0.329 -5.690 -0.043 1.78 -0.07 1.10
C -8.027 -0.505 1.181 -4.11 -5.78 -1.15
H -0.478 -1.987 4.245 0.12 -0.06 0.21
H -6.887 -2.162 0.755 -0.07 0.42 0.03
H 3.504 -2.375 -4.489 -0.47 -0.04 0.04
H 0.300 -6.554 0.620 -0.08 -0.14 -0.09
H 0.879 -5.960 -0.945 -0.61 -0.16 -0.62
H 7.834 -2.398 1.449 0.40 -0.17 0.50
H -0.771 -4.174 -0.088 -0.49 0.14 -0.13
H 5.893 -1.541 0.767 -0.28 0.05 0.43
H -3.215 0.911 -6.300 -0.43 -0.23 0.38
H -2.495 -1.879 4.865 -0.09 -0.27 0.34
H -3.110 -2.844 6.184 0.18 0.08 -0.32
H -3.283 -1.889 -4.486 0.12 -0.87 -0.35
H 8.191 -2.751 3.153 -0.09 0.08 -0.42
H 1.657 3.206 3.741 0.41 0.46 -0.82
H 0.707 -2.676 5.291 -0.21 0.02 -0.21
H -6.204 -0.530 0.975 1.06 -1.76 -0.75
H -2.898 0.042 -4.801 0.33 0.80 -0.40
H 2.263 3.597 5.277 -0.04 0.21 0.37
H -8.461 1.229 1.711 0.68 0.60 0.32
H 0.994 -4.961 0.420 0.31 -0.09 0.34
H 1.483 5.292 -1.200 0.00 0.46 0.01
H 2.238 -1.295 -3.985 0.40 -0.19 -0.17
H 2.287 5.275 3.241 0.06 0.28 0.00
H 3.119 1.194 -5.891 -0.24 -0.16 0.14
H 0.441 8.387 -1.396 0.38 0.10 -0.08
H 4.720 -1.237 2.086 -0.09 0.16 -0.87
H 1.847 9.278 -1.609 0.39 -0.57 0.01
H -3.808 -2.806 -5.968 -0.07 -0.28 1.02
H -6.702 0.883 1.701 -0.69 0.51 0.07
H 0.585 3.960 4.783 -0.07 0.20 0.47
H 0.396 6.713 -1.068 -0.45 -2.00 0.27
H 2.154 0.582 -4.593 0.33 0.02 -0.29

Q: Which of these has the highest charge?
A: C8H30AgO11

Q: Which of these has the highest charge?
A: C8H30AgO11